The following is a DFT calculation (the ωB97M-V functional and the def2-TZVPD basis) of C20H43GdN2P3SSe as an isolated structure.

As for the expectation value of S²: 16.049. As for the total charge: +3. The calculation puts the HOMO energy (alpha / beta) at -16.77 / -16.80 eV. Its total energy is -149274.05670 eV. The value obtained for the HOMO-LUMO gap (alpha / beta) is 6.069 / 4.956 eV. Its spin multiplicity is 8. The largest force on an atom is 4.403 eV/Å. For the energy above the lowest of the compared OMol25 structures with the same formula, charge and spin, the calculation gives 0.987 eV. The calculation puts the LUMO energy (alpha / beta) at -10.7 / -11.8 eV.

Last column: Mulliken spin population.
CARTESIAN COORDINATES (ANGSTROEM)
Gd (-0.31, -0.39, -0.22)  6.53
Se (0.01, -0.68, -2.77)  0.05
S (-0.68, -3.04, 0.27)  0.04
P (-0.28, 0.92, 2.35)  0.09
P (-3.09, -0.27, -0.46)  0.18
P (-0.29, 2.40, -0.86)  0.05
N (0.93, -3.36, 2.48)  0.00
N (-1.19, -3.70, 2.88)  0.00
C (-0.63, 2.79, -2.62)  0.00
C (0.07, -0.22, 3.74)  0.00
C (3.61, -1.11, -5.84)  0.00
C (-3.90, -1.55, 0.58)  0.01
C (-0.56, -4.04, 4.14)  0.00
C (4.32, 0.94, 1.14)  0.00
C (2.84, -0.70, -3.58)  0.00
C (3.89, -0.90, -4.48)  0.00
C (-1.24, 3.73, -0.05)  0.00
C (0.92, -3.82, 3.86)  0.00
C (-4.14, 1.19, -0.14)  0.01
C (-3.72, -0.80, -2.11)  0.01
C (1.43, 3.02, -0.71)  0.00
C (4.62, 0.49, -0.09)  0.00
C (-1.90, 1.61, 2.88)  0.00
C (1.23, -0.93, -5.39)  0.00
C (1.51, -0.76, -4.02)  -0.01
C (0.90, 2.26, 2.74)  0.00
C (2.28, -1.10, -6.30)  0.00
C (-0.31, -3.34, 1.92)  0.00
H (-2.29, 3.42, 0.08)  0.00
H (-1.84, 1.93, 3.93)  0.00
H (1.35, -3.06, 4.52)  0.00
H (0.56, 3.24, 2.37)  0.00
H (2.08, -1.24, -7.36)  0.00
H (-1.71, 2.72, -2.82)  0.00
H (-0.76, -0.92, 3.88)  0.00
H (-0.83, 3.97, 0.94)  0.00
H (-4.06, 1.49, 0.91)  0.00
H (4.92, -0.89, -4.13)  0.00
H (-4.00, -1.19, 1.61)  0.00
H (4.50, 1.98, 1.44)  0.00
H (0.20, -0.93, -5.74)  0.00
H (-2.67, 0.83, 2.79)  0.00
H (4.42, -1.27, -6.55)  0.00
H (0.98, -1.19, -1.35)  0.02
H (1.76, -3.21, 1.92)  0.00
H (-3.14, -1.67, -2.46)  0.00
H (-2.19, 2.46, 2.26)  0.00
H (1.88, 2.04, 2.29)  0.00
H (-4.88, -1.79, 0.16)  0.00
H (3.04, -0.52, -2.52)  0.00
H (-3.60, 0.01, -2.84)  0.00
H (1.03, 2.32, 3.83)  0.00
H (4.52, -0.57, -0.35)  0.00
H (-3.28, -2.47, 0.60)  0.00
H (-0.78, -5.08, 4.41)  0.00
H (-0.93, -3.39, 4.94)  0.00
H (-3.82, 2.03, -0.77)  0.00
H (-0.10, 2.08, -3.27)  0.00
H (5.03, 1.15, -0.86)  0.00
H (0.21, 0.36, 4.66)  0.00
H (3.90, 0.27, 1.91)  0.00
H (1.50, -4.74, 3.96)  0.00
H (1.61, 3.44, 0.29)  0.00
H (-2.19, -3.80, 2.68)  0.00
H (-0.29, 3.82, -2.83)  0.00
H (1.60, 3.79, -1.48)  0.00
H (0.98, -0.80, 3.54)  0.00
H (-5.19, 0.95, -0.37)  0.01
H (-4.78, -1.07, -2.02)  0.00
H (2.15, 2.20, -0.87)  0.00
H (-1.21, 4.64, -0.67)  0.00

The following is a DFT calculation (the ωB97M-V functional and the def2-TZVPD basis) of a 8-piece molecular cluster, C20H43N2O20 overall.

As for the total charge: -1. The calculation puts the HOMO energy at -2.14 eV. Its total energy is -65357.74015 eV. The value obtained for the HOMO-LUMO gap is 3.727 eV. Its spin multiplicity is 1. The largest force on an atom is 5.078 eV/Å. For the energy above the lowest of the compared OMol25 structures with the same formula, charge and spin, the calculation gives 0.453 eV. The calculation puts the LUMO energy at 1.6 eV.

Last column: Löwdin charge in e.
CARTESIAN COORDINATES (ANGSTROEM)
O (-4.90, -16.85, -23.18)  0.05
O (-10.54, -6.60, -17.34)  0.05
O (-10.41, -12.82, -12.74)  0.00
O (-5.28, -9.32, -12.18)  0.11
O (2.84, -15.28, -17.75)  0.10
O (-2.31, -12.61, -26.61)  0.09
O (3.49, -13.23, -18.63)  -0.04
O (-3.30, -20.94, -19.47)  0.02
O (-6.49, -17.57, -21.85)  0.06
O (4.57, -15.14, -19.23)  0.00
O (-10.79, -11.50, -11.17)  0.03
O (-3.31, -14.35, -15.32)  -0.38
O (-4.04, -7.63, -13.15)  0.00
O (-2.00, -19.89, -20.70)  0.01
O (-9.06, -12.91, -10.88)  0.10
O (-5.83, -7.16, -12.12)  0.01
O (-3.93, -11.05, -26.08)  -0.01
O (-8.86, -5.32, -17.79)  0.06
O (-2.57, -11.69, -24.45)  -0.03
O (-1.61, -19.69, -18.52)  0.09
N (-9.39, -6.41, -17.74)  -0.46
N (-5.81, -16.69, -22.37)  -0.43
C (-6.16, -15.31, -21.94)  0.03
C (-10.00, -12.45, -11.54)  -0.62
C (3.54, -14.58, -18.53)  -0.50
C (-2.94, -8.36, -13.60)  -0.05
C (-10.76, -11.05, -9.81)  -0.04
C (-10.00, -14.03, -13.32)  -0.05
C (2.45, -12.51, -18.02)  -0.05
C (-2.29, -20.14, -19.46)  -0.65
C (-4.41, -10.96, -27.34)  -0.10
C (-1.54, -12.46, -23.92)  -0.08
C (-3.70, -13.82, -16.55)  -0.73
C (-6.89, -7.23, -11.15)  -0.02
C (-5.14, -13.27, -16.74)  -0.12
C (5.59, -14.36, -19.82)  -0.07
C (-0.95, -18.97, -21.02)  -0.03
C (-5.05, -8.15, -12.45)  -0.61
C (-3.85, -21.48, -18.24)  0.00
C (-2.86, -11.82, -25.82)  -0.47
C (-8.54, -7.55, -18.07)  0.04
C (-3.31, -14.77, -17.62)  -0.14
H (-3.14, -22.21, -17.86)  0.09
H (-4.07, -20.69, -17.52)  0.10
H (-6.92, -6.29, -10.60)  0.08
H (-1.65, -13.54, -24.04)  0.10
H (-2.03, -7.76, -13.55)  0.09
H (-10.32, -14.85, -12.69)  0.10
H (-2.89, -9.28, -13.01)  0.10
H (-8.91, -14.14, -13.35)  0.10
H (-3.29, -14.28, -18.59)  0.04
H (-8.88, -7.89, -19.05)  0.10
H (-2.95, -8.61, -14.66)  0.09
H (-5.30, -12.49, -16.00)  0.05
H (5.19, -13.76, -20.63)  0.09
H (-11.38, -11.61, -9.12)  0.09
H (-3.80, -15.74, -17.73)  0.06
H (-5.35, -12.79, -17.70)  0.03
H (-10.42, -14.10, -14.32)  0.10
H (-7.51, -7.19, -18.14)  0.10
H (-6.87, -14.87, -22.65)  0.10
H (-2.28, -15.03, -17.40)  0.06
H (-5.02, -10.06, -27.33)  0.10
H (-0.78, -18.89, -22.10)  0.09
H (6.34, -14.97, -20.31)  0.09
H (-8.69, -8.35, -17.34)  0.11
H (-1.66, -12.24, -22.86)  0.10
H (-4.79, -22.00, -18.44)  0.09
H (-6.63, -15.39, -20.96)  0.10
H (-3.14, -12.90, -16.61)  0.08
H (2.65, -11.44, -17.98)  0.09
H (-6.72, -7.94, -10.34)  0.10
H (-0.56, -12.13, -24.26)  0.10
H (-9.76, -11.11, -9.37)  0.09
H (-11.20, -10.06, -9.64)  0.09
H (-1.04, -17.98, -20.58)  0.10
H (-5.10, -11.79, -27.47)  0.10
H (-0.06, -19.44, -20.60)  0.09
H (-7.87, -7.32, -11.63)  0.09
H (1.59, -12.70, -18.66)  0.10
H (-3.71, -10.92, -28.17)  0.10
H (-5.85, -14.08, -16.84)  0.05
H (2.09, -12.87, -17.06)  0.10
H (-5.31, -14.64, -21.82)  0.10
H (6.09, -13.64, -19.16)  0.09

The following is a DFT calculation (the ωB97M-V functional and the def2-TZVPD basis) of a 3-piece molecular cluster, C20H43N4O6P overall.

As for the expectation value of S²: 2.008. The calculation puts the HOMO energy (alpha / beta) at -8.34 / -8.65 eV. Its total energy is -48964.30717 eV. The value obtained for the HOMO-LUMO gap (alpha / beta) is 8.907 / 8.953 eV. Its spin multiplicity is 3. The largest force on an atom is 1.876 eV/Å. For the energy above the lowest of the compared OMol25 structures with the same formula, charge and spin, the calculation gives 0.767 eV. The calculation puts the LUMO energy (alpha / beta) at 0.6 / 0.3 eV.

Last column: Mulliken spin population.
CARTESIAN COORDINATES (ANGSTROEM)
P (0.43, -6.46, -2.74)  0.00
O (-0.65, -2.69, -1.47)  0.54
O (2.19, -6.37, -6.71)  0.00
O (0.30, -5.53, -5.67)  0.00
O (-0.45, 2.07, 3.49)  0.51
O (3.13, -7.26, -6.10)  0.00
O (1.87, -4.00, -5.11)  0.00
N (-1.25, -1.57, -1.59)  0.39
N (-0.34, 3.25, 3.98)  0.40
N (0.62, -4.88, -3.38)  0.00
N (0.44, -6.54, -1.20)  0.00
C (2.13, 3.54, 3.89)  0.03
C (-0.46, -0.36, 0.43)  0.02
C (-2.81, -0.02, -0.39)  0.02
C (-0.57, 4.27, 2.92)  0.01
C (0.67, 4.43, 2.04)  0.02
C (-2.17, -2.16, 0.62)  0.00
C (0.81, 4.53, 5.79)  0.01
C (-1.64, -1.03, -0.26)  0.01
C (-1.43, 0.41, -3.10)  0.02
C (-0.96, 5.62, 3.53)  0.01
C (0.91, 3.36, 4.79)  0.02
C (-0.50, -0.66, -2.51)  0.02
C (1.09, 2.10, 5.62)  0.00
C (0.68, -0.01, -1.79)  0.04
C (0.92, -6.66, -6.23)  0.00
C (1.02, -4.78, -4.78)  0.00
C (-1.75, 3.84, 2.05)  -0.02
C (0.28, 0.64, -0.46)  -0.03
C (1.95, 4.64, 2.84)  -0.02
C (0.02, -1.47, -3.69)  -0.03
H (-2.47, 1.00, -0.55)  0.00
H (0.22, 1.92, 6.26)  0.00
H (-1.54, 2.94, 1.48)  0.02
H (-2.34, -0.03, -3.50)  -0.01
H (-3.00, -2.67, 0.14)  0.00
H (1.13, 0.74, -2.45)  0.00
H (0.25, -1.13, 0.76)  0.00
H (-1.40, -2.89, 0.85)  0.00
H (3.00, 3.75, 4.51)  0.00
H (-3.40, 0.00, 0.52)  0.00
H (0.47, -0.81, -4.42)  0.00
H (0.29, -6.96, -7.05)  0.00
H (-0.80, -2.01, -4.18)  0.00
H (-0.92, 0.92, -3.92)  0.00
H (0.51, 5.26, 1.36)  0.00
H (0.99, -7.48, -5.54)  0.00
H (3.39, -7.85, -6.81)  0.00
H (0.78, -2.19, -3.39)  0.01
H (1.45, -7.21, -3.36)  0.00
H (-1.33, 6.29, 2.75)  0.00
H (-1.76, 5.50, 4.26)  -0.01
H (-0.77, -7.00, -3.26)  0.00
H (-0.14, 6.14, 4.01)  0.00
H (1.95, 5.63, 3.31)  0.00
H (2.81, 4.63, 2.16)  0.00
H (2.34, 2.60, 3.37)  0.01
H (-0.33, 1.53, -0.63)  0.00
H (-0.80, 0.14, 1.34)  0.02
H (1.96, 2.21, 6.27)  0.00
H (1.45, -0.76, -1.60)  0.01
H (-2.64, 3.66, 2.66)  0.00
H (-3.48, -0.30, -1.21)  -0.02
H (1.25, 1.22, 5.01)  0.00
H (1.18, 0.98, 0.05)  0.00
H (-0.30, -4.45, -3.34)  0.00
H (1.16, 5.48, 5.38)  0.00
H (-1.98, 4.64, 1.34)  0.00
H (-0.21, 4.66, 6.14)  -0.01
H (0.56, -5.63, -0.79)  0.00
H (-2.52, -1.75, 1.56)  0.00
H (-1.71, 1.19, -2.39)  0.00
H (1.43, 4.34, 6.66)  0.00
H (0.79, 3.53, 1.42)  0.01

The following is a DFT calculation (the ωB97M-V functional and the def2-TZVPD basis) of C20H43O2P3Pd as an isolated structure.

As for the expectation value of S²: 6.026. As for the total charge: +4. The calculation puts the HOMO energy (alpha / beta) at -19.52 / -19.50 eV. Its total energy is -56831.27047 eV. The value obtained for the HOMO-LUMO gap (alpha / beta) is 7.055 / 2.368 eV. Its spin multiplicity is 5. The largest force on an atom is 4.381 eV/Å. For the energy above the lowest of the compared OMol25 structures with the same formula, charge and spin, the calculation gives 1.775 eV. The calculation puts the LUMO energy (alpha / beta) at -12.5 / -17.1 eV.

Last column: Mulliken spin population.
CARTESIAN COORDINATES (ANGSTROEM)
Pd (1.13, -0.06, -0.47)  1.57
P (-0.83, -1.62, -0.40)  0.29
P (2.29, -1.04, 1.37)  0.26
P (1.56, 2.07, -0.03)  0.22
O (-0.46, 0.43, 3.63)  0.00
O (-2.52, 1.52, -2.67)  0.08
C (-0.87, -0.26, -3.21)  0.13
C (2.94, 0.03, 2.70)  0.03
C (3.80, -1.89, 0.79)  0.06
C (-1.12, 0.49, 4.68)  0.00
C (0.20, 2.11, -4.29)  0.17
C (-1.53, -1.60, -5.11)  0.22
C (-3.23, -0.47, -3.79)  -0.02
C (-2.19, 0.25, -3.16)  0.24
C (1.52, -2.31, 2.45)  0.03
C (-0.47, 0.81, 6.00)  0.00
C (-2.87, -1.30, -4.83)  0.10
C (1.15, 2.73, 1.60)  0.07
C (3.30, 2.46, -0.36)  0.01
C (-0.53, -1.15, -4.24)  0.01
C (-2.59, 0.21, 4.74)  0.00
C (-0.88, 2.74, -3.79)  0.16
C (-1.44, -1.68, 1.33)  0.07
C (-2.46, -2.22, -1.13)  0.09
C (0.11, -3.15, -0.78)  0.07
C (0.61, 3.09, -1.15)  0.03
H (3.50, -2.77, 0.20)  0.01
H (0.70, -3.48, 0.07)  0.00
H (-0.86, 1.76, 6.38)  0.00
H (2.09, 2.83, 2.17)  0.01
H (-0.58, -3.94, -1.11)  0.01
H (-0.06, 0.12, -2.55)  -0.05
H (3.97, 1.72, 0.10)  0.01
H (0.61, 0.90, 5.84)  0.00
H (0.63, 4.13, -0.80)  0.01
H (0.52, -1.42, -4.43)  0.00
H (3.57, -0.57, 3.37)  0.01
H (-2.31, -2.61, -2.16)  -0.01
H (0.77, -2.88, -1.61)  0.01
H (-1.79, 2.74, -4.39)  0.00
H (-2.76, -0.81, 5.10)  0.00
H (1.06, -3.11, 1.87)  0.00
H (-3.06, 0.33, 3.76)  0.00
H (-0.43, 2.75, -1.18)  0.02
H (-1.25, -2.13, -6.04)  -0.01
H (-4.28, -0.21, -3.58)  0.00
H (0.47, 2.08, 2.16)  -0.03
H (3.54, 0.85, 2.29)  0.00
H (-3.45, 1.51, -2.39)  0.00
H (3.55, 3.46, 0.02)  0.02
H (-3.19, -1.40, -1.15)  0.00
H (2.31, -2.75, 3.08)  0.01
H (4.37, -1.20, 0.16)  0.00
H (-1.05, -0.82, 1.91)  0.01
H (2.08, 0.42, 3.28)  -0.01
H (-2.87, -3.05, -0.52)  0.02
H (1.22, 2.16, -3.94)  0.00
H (0.70, 3.72, 1.47)  0.02
H (-3.07, 0.89, 5.45)  0.00
H (-0.90, 3.45, -2.97)  0.01
H (0.04, 1.60, -5.25)  0.00
H (0.78, -1.83, 3.11)  0.00
H (4.41, -2.22, 1.64)  0.01
H (-0.68, 0.03, 6.73)  0.00
H (-3.67, -1.67, -5.47)  0.00
H (3.43, 2.42, -1.44)  0.00
H (1.02, 3.03, -2.16)  0.00
H (-1.17, -2.62, 1.82)  0.03
H (-2.53, -1.60, 1.30)  0.00

Q: The lowest energy above the lowest of the compared OMol25 structures with the same formula, charge and spin belongs to which entry?
A: C20H43N2O20